No. 1
C9H17N2O | ωB97M-V with the def2-TZVPD basis set

As for the multiplicity: 1. The calculation puts the total energy at -537.557581 Ha. The value obtained for the highest occupied orbital energy is -13.346 eV. The LUMO energy comes out at -3.66 eV. The energy above the lowest of the compared OMol25 structures with the same formula, charge and spin is 50.4 kcal/mol. The frontier orbital gap comes out at 9.7 eV. The net charge is +1. As for the SMILES: C=C(OC)/C(=[NH+]/C)N1CCCC1.

Cartesian coordinates (Å):
1 C -2.185309 2.195087 -0.128583
2 C -1.358331 1.256091 -0.572872
3 O -0.817763 1.432741 -1.768849
4 C -0.940065 0.453799 -2.824428
5 C -0.894408 0.098035 0.243630
6 N -1.775117 -0.434362 1.088506
7 C -1.544743 -1.299266 2.305891
8 N 0.402036 -0.158174 0.232394
9 C 1.379004 0.809939 0.001278
10 C 2.555194 0.090692 -0.525710
11 C 2.698615 -1.188037 0.266983
12 C 1.122764 -1.391013 0.658446
13 H -2.278750 3.055430 -0.753309
14 H -2.607504 2.258382 0.860349
15 H -1.514058 -0.412872 -2.374069
16 H 0.105221 0.150914 -3.011047
17 H -1.504427 0.924651 -3.657826
18 H -2.715119 -0.175390 1.041823
19 H -0.567438 -1.918622 2.185377
20 H -2.389228 -1.906543 2.456392
21 H -1.532647 -0.625846 3.211999
22 H 1.454910 1.361593 0.957761
23 H 1.165002 1.554317 -0.792730
24 H 3.356396 0.891974 -0.517439
25 H 2.234470 -0.095855 -1.504885
26 H 3.134971 -1.997344 -0.282123
27 H 3.118541 -1.217433 1.190450
28 H 0.788248 -2.317781 0.219394
29 H 1.109535 -1.395106 1.793198

Force components x, y, z for each atom (eV/Å):
0.2970 0.0189 0.7324
-0.9017 -0.2037 0.3732
0.8247 0.6316 -1.3307
-0.4458 -0.7571 1.4976
-0.3702 0.5452 1.2552
1.8719 -1.7074 0.8108
2.5488 1.1697 -0.1924
-1.3798 -3.0133 -0.3876
0.4035 3.5598 -0.3878
2.1454 1.8744 1.6604
-3.5955 0.2042 -1.7060
1.5301 -0.0116 1.5696
-0.4443 0.3364 -0.3994
0.0549 -0.2223 0.1606
0.5436 0.6767 -0.9635
-0.7381 -0.0059 -0.6612
0.6771 -0.5228 0.4449
-1.4695 0.6786 -0.8100
-2.2213 1.1738 0.4888
-0.9635 -1.0328 -0.2292
0.5118 -0.6407 -0.9517
0.7317 -0.0809 -0.3407
-0.5779 -0.3171 0.7831
-0.2525 -1.5012 -0.2204
0.3046 -0.7094 -1.7347
-0.1911 -0.5226 -0.5208
1.9160 0.8457 2.4539
-0.8135 -0.0224 0.0205
0.0035 -0.4439 -1.4149

---

No. 2
C9H17N2O | ωB97M-V with the def2-TZVPD basis set

As for the multiplicity: 3. The calculation puts the total energy at -537.409784 Ha. The value obtained for the highest occupied orbital energy (spin up / spin down) is -12.981 / -14.468 eV. The LUMO energy (spin up / spin down) comes out at -3.04 / -8.44 eV. The energy above the lowest of the compared OMol25 structures with the same formula, charge and spin is 16.2 kcal/mol. The frontier orbital gap (spin up / spin down) comes out at 9.9 / 6.0 eV. The net charge is +1.

Cartesian coordinates (Å):
1 C 0.589073 -0.493087 -0.086555
2 C -0.053115 0.973239 -0.341828
3 C -1.629063 -0.653962 0.318650
4 C 0.038116 1.767977 -1.547394
5 C 0.557952 1.653048 0.952132
6 C -2.286404 -1.390379 -0.896950
7 C -2.668940 -0.767499 1.485347
8 C 2.875858 -1.096556 1.040044
9 C 2.033448 -0.845927 -0.268560
10 N -0.295976 -1.281194 0.299984
11 N -1.439268 0.752600 -0.070840
12 O -2.366112 1.444799 -0.237387
13 H -0.083019 2.738732 -1.130649
14 H -0.651000 1.434897 -2.302919
15 H 1.022646 1.849977 -1.913123
16 H 1.585746 1.953185 0.840731
17 H 0.557960 0.925964 1.819092
18 H -0.046140 2.456159 1.279964
19 H -1.780499 -1.180399 -1.782284
20 H -3.323041 -1.148360 -0.988446
21 H -2.320328 -2.550805 -0.860445
22 H -2.342138 -0.272199 2.317684
23 H -2.919817 -1.788400 1.782205
24 H -3.577919 -0.356867 0.965881
25 H 2.585079 -0.628430 1.912540
26 H 3.853405 -0.757787 0.824656
27 H 2.958843 -2.139376 1.134558
28 H 2.153814 -1.712594 -0.903747
29 H 2.465300 0.071888 -0.704476

Force components x, y, z for each atom (eV/Å):
-0.6917 -0.6097 -0.8229
2.7063 -0.0586 2.6971
-2.4228 -5.0906 -0.5215
0.7100 0.3939 -0.3586
0.1836 -1.7934 0.5478
-0.9310 -2.2824 1.1738
-0.4317 -0.8934 -3.0086
-0.4432 -0.3853 -2.6653
0.7909 2.1359 0.9764
-1.2804 2.1775 0.9888
3.8117 -4.5825 1.7679
-3.9337 3.5759 -1.0130
-0.9325 1.3352 -0.5814
-0.2497 0.3271 -0.3514
1.3403 -0.3765 -0.6710
0.3409 0.2966 -0.3703
-0.1128 0.6335 -0.9783
-0.5885 1.1577 0.0351
0.9050 0.6060 -1.5984
-0.6462 0.5764 -0.1783
0.4988 1.9528 0.6212
0.4695 1.6423 2.1459
0.3931 -0.0406 -0.4306
0.7278 -0.0634 1.2309
-1.0677 0.9003 1.7193
1.1280 0.4248 -0.2513
-0.0757 -1.3624 0.7036
-0.2279 0.0735 -0.3856
0.0294 -0.6706 -0.4214

---

No. 3
C9H17N2O3 | ωB97M-V with the def2-TZVPD basis set

As for the multiplicity: 1. The calculation puts the total energy at -687.849482 Ha. The value obtained for the highest occupied orbital energy (spin up / spin down) is -11.985 / -11.987 eV. The LUMO energy (spin up / spin down) comes out at -4.07 / -4.07 eV. The energy above the lowest of the compared OMol25 structures with the same formula, charge and spin is 173.8 kcal/mol. The frontier orbital gap (spin up / spin down) comes out at 7.9 / 7.9 eV. The net charge is +1. As for the SMILES: CO[C@@H]1O/[N+]1=C(\C)[C@H](C)[N+]([O-])=C(C)C.

Cartesian coordinates (Å):
1 C -0.358020 0.566900 -3.237496
2 O -0.552713 -0.693981 -2.495872
3 C -1.260944 -0.716112 -1.386122
4 O -2.299290 0.124517 -1.017706
5 N -1.117979 0.158180 -0.322159
6 C -0.645180 1.029887 0.519794
7 C -1.597342 1.978871 1.015273
8 C 0.743399 0.888295 0.986570
9 C 1.419270 2.064076 0.263463
10 N 1.167194 -0.464451 0.430364
11 O 1.783510 -0.413308 -0.707696
12 C 0.655819 -1.576024 0.889214
13 C 0.712434 -2.699357 0.059821
14 C 0.288065 -1.688030 2.339537
15 H 0.702755 0.521116 -3.400019
16 H -0.690461 1.527104 -2.719595
17 H -0.974870 0.511708 -4.054225
18 H -1.466485 -1.759448 -1.071375
19 H -2.686799 1.876949 0.811579
20 H -1.234020 2.960419 0.572760
21 H -1.419591 1.981703 2.054043
22 H 0.812507 1.080613 2.161819
23 H 2.317854 2.372755 0.848578
24 H 0.699287 2.953284 0.162571
25 H 1.766921 1.693608 -0.711117
26 H 1.541191 -3.329462 0.548284
27 H 1.063415 -2.536821 -0.925316
28 H -0.193159 -3.352188 -0.016311
29 H -0.776918 -1.575157 2.640297
30 H 0.883822 -0.823286 2.841641
31 H 0.716329 -2.662359 2.919402

Force components x, y, z for each atom (eV/Å):
0.5872 0.6029 2.8884
-1.0881 1.0494 0.0985
1.1925 -4.0303 -1.2197
-1.7732 1.7322 -0.2791
1.5431 2.1548 1.9437
-2.2315 -3.0109 -1.3515
-0.5281 2.6660 -0.8055
0.2342 0.6207 1.4188
0.8052 1.0576 0.3169
0.6602 0.4349 -0.1813
-0.4880 0.2317 0.4089
-0.1714 1.9798 1.9949
1.1744 -4.5228 -0.3186
1.6086 0.3665 2.7169
0.2515 0.5317 -0.5171
0.6445 -1.4308 -0.0014
-1.0169 -0.3361 -2.3156
0.3215 0.6610 -0.3292
1.0461 -0.3771 -0.2009
-0.7896 -0.7238 0.8421
-0.0794 0.5944 1.4791
-0.1922 -0.9287 -2.5859
-0.7340 -0.0218 -0.5320
1.3530 -1.3155 0.1480
-0.2808 0.2791 0.2437
-1.1352 0.2364 -0.7949
0.2611 0.5492 -0.8997
0.5703 0.5842 0.6437
0.5750 -0.1807 -0.4899
-1.2550 -1.5611 -0.4172
-1.0653 2.1070 -1.9039

---

No. 4
C9H17N2OPb3 | ωB97M-V with the def2-TZVPD basis set

As for the multiplicity: 2. The calculation puts the total energy at -1114.509907 Ha. The value obtained for the highest occupied orbital energy (spin up / spin down) is -19.879 / -19.877 eV. The LUMO energy (spin up / spin down) comes out at -17.26 / -17.35 eV. The frontier orbital gap (spin up / spin down) comes out at 2.6 / 2.5 eV. The net charge is +4.

Cartesian coordinates (Å):
1 Pb 3.047869 -1.303351 4.005073
2 Pb 4.899091 -1.135449 -0.024913
3 Pb 3.922734 -4.658221 1.950114
4 C 1.496669 -1.739081 0.975426
5 O 2.772126 -1.999442 1.354574
6 H 0.952572 -2.559864 0.508097
7 H 0.811602 -1.390658 1.748331
8 H 1.453885 -0.985760 0.188809
9 C -1.394425 2.658024 1.772751
10 C -0.302667 2.904385 0.683090
11 C 1.034224 2.142232 0.764198
12 C 1.310576 1.621131 2.115370
13 N 1.568896 1.211487 3.156838
14 H -1.778619 1.642886 1.672743
15 H -2.311928 3.197252 1.537137
16 H -0.929723 2.865122 2.736731
17 H -0.016936 3.938623 0.874974
18 H -0.828648 2.762067 -0.260939
19 H 1.766385 2.867154 0.408469
20 H 0.950069 1.296822 0.081332
21 C -2.083168 -1.405994 -0.893434
22 C -1.541421 -1.925215 -2.207834
23 C -1.310804 -0.887900 -3.365083
24 C -0.807220 0.497661 -2.921469
25 N -0.478986 1.570048 -2.686423
26 H -1.959544 -2.160843 -0.116896
27 H -3.159474 -1.239308 -0.850095
28 H -1.519191 -0.505240 -0.651182
29 H -2.220372 -2.725277 -2.502824
30 H -0.570551 -2.390654 -2.037855
31 H -2.199325 -0.814339 -3.992153
32 H -0.573695 -1.348299 -4.022960

Force components x, y, z for each atom (eV/Å):
-1.6025 1.9838 -0.6767
-0.8238 -0.3212 0.0554
-0.1217 -0.1741 -0.6167
-3.3923 0.8570 -1.7404
4.5085 -0.8405 2.0108
0.2961 -0.6059 0.1154
0.1571 0.1637 0.4806
0.0644 0.3804 -0.0104
0.8782 -1.0198 -1.0392
-1.8183 1.1388 1.2933
-0.9960 -0.1720 0.2047
0.1658 0.7642 -1.7138
1.1122 -2.0260 1.1815
0.3285 -0.4631 0.5116
0.4579 0.7365 0.3213
-0.7608 0.0072 0.2762
-0.1873 0.1755 -0.7387
0.8335 0.1866 -0.3333
0.5160 -0.4382 0.2775
0.2658 -0.2242 -0.0355
0.1544 0.0480 0.2722
-0.1216 0.2928 -0.2558
0.1303 0.1176 0.7614
-1.1186 -2.2787 -1.0495
0.4317 0.2032 0.5827
0.3535 -0.0702 0.1511
0.0890 0.4638 -0.4636
-0.2784 0.2526 0.4865
0.2156 0.0624 -0.6373
0.1584 -0.1658 0.1530
-0.0839 0.5853 0.2411
0.1884 0.3805 -0.0653

---

No. 5
C9H17N3O | ωB97M-V with the def2-TZVPD basis set

As for the multiplicity: 1. The calculation puts the total energy at -592.636955 Ha. The value obtained for the highest occupied orbital energy is -8.044 eV. The LUMO energy comes out at 0.73 eV. The energy above the lowest of the compared OMol25 structures with the same formula, charge and spin is 1.9 kcal/mol. The frontier orbital gap comes out at 8.8 eV. The net charge is 0. As for the SMILES: CCCC[C@H](C)n1[nH]c(=O)cc1N.

Cartesian coordinates (Å):
1 C -3.938975 -1.310706 -0.055795
2 C -3.633479 -0.296819 1.041622
3 C -2.165707 0.131660 1.074186
4 C -1.773945 1.005142 -0.116929
5 C -0.292413 1.399854 -0.098181
6 C 0.112077 2.120397 -1.384606
7 N 0.578445 0.259641 0.164426
8 N 1.779737 0.559037 0.814892
9 C 2.767109 -0.369946 0.498503
10 O 3.851150 -0.410498 1.047256
11 C 2.175104 -1.162885 -0.544950
12 C 0.893669 -0.739154 -0.730642
13 N -0.015257 -1.180334 -1.668043
14 H -4.972754 -1.639817 0.015385
15 H -3.794362 -0.881400 -1.044469
16 H -3.298230 -2.185014 0.044149
17 H -4.265033 0.584122 0.908812
18 H -3.885758 -0.741452 2.006468
19 H -1.532286 -0.757586 1.104546
20 H -1.981293 0.692625 1.993233
21 H -2.360873 1.925853 -0.093464
22 H -2.007081 0.504024 -1.055912
23 H -0.133950 2.072360 0.753801
24 H -0.490378 3.014288 -1.522057
25 H -0.026738 1.464256 -2.240273
26 H 1.159712 2.407744 -1.334642
27 H 1.732755 1.020242 1.710722
28 H 2.664491 -1.968808 -1.051503
29 H 0.268619 -2.044331 -2.105596
30 H -0.977618 -1.190838 -1.367012

Force components x, y, z for each atom (eV/Å):
-0.0419 0.1906 0.1758
0.1931 -0.1020 -0.0050
-0.3212 0.1125 -0.1617
0.3059 -0.2083 0.4401
-0.1766 0.3685 -0.5153
0.0579 -0.0163 0.2858
-0.0741 -0.4911 0.2115
0.0215 0.5248 -0.1175
-0.0884 0.1596 -0.0945
0.2444 -0.0725 0.1805
-0.1513 -0.0192 -0.1963
0.3339 -0.0719 0.3509
-0.1131 0.1505 0.0124
-0.0794 -0.0860 -0.0860
0.0046 -0.0126 -0.1538
0.0648 -0.1285 -0.0238
-0.0726 0.0342 0.0835
-0.0677 0.0640 0.0191
0.0344 -0.0019 0.0764
0.1102 -0.0220 0.0516
-0.0130 0.0192 -0.1026
-0.0565 0.0630 -0.1226
-0.0495 -0.1311 -0.0782
-0.0613 0.1123 -0.0503
-0.0400 -0.0380 -0.0924
0.0944 0.0519 -0.0267
-0.0745 -0.2496 0.0189
0.0807 -0.1896 -0.0876
-0.0774 0.0722 0.0246
0.0124 -0.0828 -0.0169

---

No. 6
C9H17N3O4 | ωB97M-V with the def2-TZVPD basis set

As for the multiplicity: 1. The calculation puts the total energy at -818.347870 Ha. The value obtained for the highest occupied orbital energy is -9.296 eV. The LUMO energy comes out at 0.45 eV. The energy above the lowest of the compared OMol25 structures with the same formula, charge and spin is 48.7 kcal/mol. The frontier orbital gap comes out at 9.7 eV. The net charge is 0. As for the SMILES: CC(C)[C@H](NC(=O)[C@@H](N)CC(N)=O)C(=O)O.

Cartesian coordinates (Å):
1 C 1.174323 -0.427682 3.087206
2 C 0.391142 0.793363 2.653670
3 C 1.274582 1.875114 2.060705
4 C -0.761318 0.406876 1.606705
5 N -0.427962 0.244441 0.251432
6 C -0.928441 -0.637043 -0.541594
7 O -1.708760 -1.504915 -0.293501
8 C -0.227234 -0.156494 -2.136806
9 N 0.153723 1.242346 -2.001557
10 C 0.853718 -1.141287 -2.473487
11 C 0.554808 -2.578925 -2.634947
12 N -0.124711 -2.822913 -3.796366
13 O 0.919195 -3.515050 -1.975624
14 C -1.794162 1.538387 1.660864
15 O -1.692955 2.654342 2.082383
16 O -3.032754 1.308584 1.198161
17 H 2.231834 -0.307505 2.920037
18 H 1.030237 -0.736283 4.153168
19 H 0.966423 -1.291597 2.495672
20 H -0.226522 1.033361 3.500441
21 H 0.992389 2.889873 1.952613
22 H 1.868003 1.509099 1.249718
23 H 2.027993 1.826064 2.835197
24 H -1.286734 -0.496097 1.900384
25 H 0.100481 0.934664 -0.382457
26 H -0.951739 -0.277602 -3.004005
27 H 0.875849 1.562378 -2.664010
28 H -0.667540 1.888867 -2.110838
29 H 1.455023 -0.839614 -3.350163
30 H 1.547504 -1.120887 -1.638096
31 H -0.373675 -3.823245 -3.873271
32 H -0.672370 -2.131627 -4.196242
33 H -3.540347 2.101006 1.464608

Force components x, y, z for each atom (eV/Å):
0.5020 -0.6258 0.6730
-2.2915 -1.0166 -2.2349
1.3953 -1.1933 2.1582
-0.5238 1.0136 1.6783
2.8208 2.3390 -0.4420
0.0031 0.0582 -3.6467
-0.4522 -1.1481 -0.5164
-3.1104 -1.5024 -0.2150
-0.0209 0.9301 -0.8380
2.5833 1.3913 1.5265
-1.3816 -0.6951 -1.6711
0.7224 -2.6533 0.7131
0.7384 0.0670 1.1073
-1.6802 0.8347 0.1823
2.2169 1.1829 1.1117
-0.7284 -1.8634 -0.6886
0.5629 0.3019 0.1983
0.0150 0.4956 -0.8400
-0.5181 -0.7186 -0.4869
0.1178 1.1007 0.4069
-0.9132 0.6470 -0.2194
-0.1361 -0.2844 -1.0747
0.7264 0.9615 0.3199
-0.0466 -0.2146 0.2444
-0.3305 -0.1916 1.7918
-0.0472 0.2221 1.4300
-0.4268 -0.4376 0.4749
1.0658 -1.0958 0.0848
-0.3981 0.0364 0.1111
0.4597 0.0795 0.1734
-0.1110 1.1820 -0.2545
-1.1790 1.1486 -0.9434
0.3658 -0.3511 -0.3144